[1]
{"formula": "C30H30ClO10", "method": "ωB97M-V/def2-TZVPD", "elements": ["Cl", "C", "C", "C", "C", "C", "C", "O", "O", "H", "H", "H", "H", "H", "H", "C", "C", "C", "C", "C", "C", "O", "O", "H", "H", "H", "H", "H", "H", "C", "C", "C", "C", "C", "C", "O", "O", "H", "H", "H", "H", "H", "H", "C", "C", "C", "C", "C", "C", "O", "O", "H", "H", "H", "H", "H", "H", "C", "C", "C", "C", "C", "C", "O", "O", "H", "H", "H", "H", "H", "H"], "positions_angstrom": [[-0.44262, -0.02053, -0.01959], [-0.33597, -0.50222, 4.01883], [-0.15364, -0.00729, 5.41146], [-0.44002, -0.84923, 6.49754], [-0.78399, -2.17541, 6.12751], [-0.90542, -2.69396, 4.82672], [-0.69534, -1.81957, 3.77737], [-0.84826, -2.16923, 2.50639], [-0.40737, -0.36237, 7.81371], [-0.11758, 0.15609, 3.17754], [0.20597, 1.14978, 5.54920], [-1.08370, -2.79474, 7.02074], [-1.12862, -3.69298, 4.76190], [-0.40271, -1.61346, 1.80415], [-0.90314, -0.87135, 8.35573], [5.21527, 2.19093, -0.18984], [3.89588, 1.75425, -0.91598], [3.05903, 2.78640, -1.28595], [3.29235, 4.11094, -1.03995], [4.47545, 4.50613, -0.32862], [5.51060, 3.52412, -0.10085], [6.64184, 3.94224, 0.50981], [1.78522, 2.39260, -1.78747], [5.92886, 1.51641, -0.02251], [3.69603, 0.52441, -1.06305], [2.53223, 4.72211, -1.56724], [4.70069, 5.57816, -0.29462], [7.12590, 3.29429, 0.89965], [1.60259, 1.61435, -1.41827], [1.16365, -4.50097, -1.78880], [1.47755, -3.28892, -0.92846], [2.49803, -2.44154, -1.09884], [3.35658, -2.68837, -2.06929], [3.20363, -3.92121, -2.82758], [2.05681, -4.68772, -2.83276], [1.97470, -5.87734, -3.55725], [2.74927, -1.46534, -0.17590], [0.16026, -5.03435, -1.62682], [0.64227, -2.76654, -0.14200], [4.19760, -1.97373, -2.10708], [3.72960, -4.16840, -3.61409], [1.17480, -6.04131, -3.84081], [1.85052, -0.87792, -0.02425], [-0.79771, 5.72666, 0.04085], [0.07538, 4.74253, 0.93957], [-0.60265, 3.54416, 1.16616], [-1.94217, 3.31094, 0.87988], [-2.63781, 4.22662, -0.01129], [-1.96881, 5.35039, -0.48833], [-2.62829, 6.12990, -1.34409], [0.10912, 2.50555, 1.72494], [-0.42397, 6.74168, 0.06228], [0.98904, 4.96484, 1.10524], [-2.44359, 2.34196, 1.10757], [-3.50011, 4.18339, -0.48829], [-2.15930, 7.01232, -1.56740], [-0.18547, 1.61285, 1.37476], [-3.13469, -2.27087, -2.75596], [-3.68103, -3.42341, -3.68851], [-5.06212, -3.62339, -3.80239], [-5.90379, -2.86891, -3.11448], [-5.47367, -1.88492, -2.25829], [-4.10074, -1.51399, -2.04828], [-3.66354, -0.59492, -1.17207], [-5.59384, -4.66239, -4.43559], [-2.14812, -2.27011, -2.67056], [-2.82303, -3.96160, -4.17172], [-7.04929, -3.11598, -3.01702], [-6.03840, -1.48106, -1.52869], [-2.83851, -0.85166, -0.90651], [-5.62765, -4.32784, -5.32216]], "forces_ev_per_a": [[0.391, -0.420, 0.155], [0.888, 1.245, 3.721], [0.359, 1.804, -1.935], [-0.144, -0.045, -1.738], [-0.610, -0.008, 2.026], [0.629, 2.700, 1.950], [0.616, 1.643, -0.313], [0.050, -1.366, -2.068], [2.622, 2.188, -3.772], [-0.126, -0.082, 0.342], [-1.054, -3.158, -0.239], [0.461, 0.160, -1.156], [-0.618, -2.135, -0.660], [-0.717, -0.078, 1.177], [-2.461, -2.707, 2.513], [-6.035, 1.146, -3.961], [3.847, -1.330, 2.047], [-1.927, -3.552, 0.136], [1.592, 1.235, 0.381], [-0.511, -0.575, -2.655], [-2.547, 0.434, 1.368], [-1.210, 4.029, -1.660], [2.579, 6.051, -2.308], [2.583, -2.864, 0.911], [0.372, 3.870, 0.447], [0.675, 0.351, 1.111], [0.017, -0.495, 0.398], [1.877, -3.203, 1.548], [-1.494, -5.085, 2.331], [-1.012, 3.857, 2.456], [-6.532, -2.262, 0.743], [-0.473, 0.636, 2.156], [2.831, -2.348, -3.035], [-2.428, 3.330, 2.440], [-0.696, -1.471, 2.519], [7.204, 1.966, 1.676], [-2.794, 2.645, 0.161], [1.876, 0.708, -0.279], [2.134, -2.302, -2.048], [-0.163, -0.839, -0.638], [3.732, -0.760, -3.693], [-6.605, -1.086, -2.091], [2.539, -1.969, -0.414], [4.737, -2.079, 3.992], [-10.719, 0.433, -4.531], [1.809, -0.602, 0.732], [-2.780, 1.260, -2.887], [5.576, -1.110, 2.758], [0.368, -0.141, 1.528], [-0.551, 3.191, -2.101], [-0.064, -0.487, 0.162], [0.064, 0.134, -0.773], [6.100, 1.246, 1.456], [0.703, 0.907, 0.023], [-4.422, -1.379, -1.328], [-0.859, -2.500, 0.836], [0.144, 1.136, -0.013], [-7.475, -3.466, -2.989], [2.183, 3.404, 2.436], [4.048, -0.214, 0.378], [-4.198, 2.190, 3.154], [3.567, 0.303, -0.475], [1.057, -2.603, -2.237], [-4.471, 1.211, -0.656], [-0.518, -2.011, -1.727], [4.177, 0.580, 0.576], [-1.502, 0.119, 0.265], [2.451, 0.283, -0.622], [-2.646, 1.463, 1.863], [3.887, -0.538, 1.327], [-0.383, -0.590, -1.196]], "e_above_lowest_kj_mol": 142.10, "total_charge": -1, "spin_multiplicity": 1, "homo_energy_ev": -5.62, "gap_ev": 7.97, "energy_ev": -64587.55347}

***

[2]
{"formula": "C8H13NO", "method": "ωB97M-V/def2-TZVPD", "elements": ["C", "C", "C", "C", "C", "C", "O", "N", "C", "C", "H", "H", "H", "H", "H", "H", "H", "H", "H", "H", "H", "H", "H"], "positions_angstrom": [[1.75170, 0.29655, -0.93628], [0.69344, -0.34969, -0.10814], [-0.53732, 0.53642, 0.22513], [-0.01902, 1.74993, 0.92246], [-1.53162, 0.59706, -0.96613], [-2.46858, -0.16567, -0.10856], [-3.63792, -0.43873, -0.23272], [-1.59069, -0.24417, 0.91145], [1.16783, -1.30848, 0.97855], [0.57367, -1.79942, -0.34569], [1.35030, 0.65572, -1.99512], [2.64419, -0.28444, -1.14873], [2.26969, 1.26810, -0.39071], [0.03744, 1.38519, 1.85782], [-0.77670, 2.54599, 0.85538], [0.94281, 2.03672, 0.41781], [-1.25898, 0.12018, -1.80312], [-1.77021, 1.55044, -1.21093], [-1.49717, -0.98664, 1.61173], [0.75862, -1.25738, 1.97360], [2.29146, -1.23004, 0.99612], [1.03833, -2.30316, -1.18532], [-0.43128, -2.37449, -0.31859]], "forces_ev_per_a": [[1.243, 3.730, -1.091], [-0.594, 0.130, 0.394], [1.013, -2.591, -1.723], [-0.881, 1.462, -3.668], [0.765, 0.467, 2.978], [-2.029, 0.644, -0.415], [0.315, -0.688, 0.184], [0.759, -0.498, 1.566], [2.754, 0.956, -1.708], [-2.948, -2.074, 0.595], [0.686, -0.595, 2.203], [-0.247, -0.644, 0.059], [-1.411, -2.296, -1.482], [0.951, -0.362, 3.685], [0.449, -0.020, 0.248], [-1.203, 0.115, 1.144], [1.251, -2.029, -3.025], [-1.281, 2.957, -0.731], [-0.177, 0.667, -0.257], [-0.630, -0.554, -0.115], [-1.199, -0.625, 0.272], [1.143, 0.321, 0.419], [1.271, 1.527, 0.468]], "smiles": "CC1([C@@]2(C)CC(=O)N2)CC1", "e_above_lowest_kj_mol": 257.04, "total_charge": 0, "spin_multiplicity": 1, "homo_energy_ev": -9.57, "gap_ev": 10.29, "energy_ev": -12041.89119}

***

[3]
{"formula": "C24H36CsI2N4O3S3Sb", "method": "ωB97M-V/def2-TZVPD", "elements": ["Cs", "I", "C", "I", "H", "H", "C", "C", "N", "C", "C", "C", "S", "N", "C", "O", "C", "C", "C", "C", "C", "C", "H", "H", "H", "H", "H", "H", "H", "H", "H", "H", "H", "H", "H", "H", "H", "C", "Sb", "C", "C", "H", "H", "H", "H", "H", "H", "H", "H", "H", "N", "C", "O", "C", "C", "C", "C", "N", "C", "H", "H", "H", "H", "H", "H", "C", "O", "C", "S", "S", "H", "H", "H", "H"], "positions_angstrom": [[1.01712, 1.40526, 1.24138], [-1.03208, 3.55986, 3.39598], [1.01712, 4.45726, 4.29938], [3.06632, 3.55986, 3.39598], [1.01712, 4.22156, 5.36668], [1.01712, 5.52606, 4.07078], [-2.99638, 2.31706, -4.87732], [-3.71238, 2.69686, -3.58982], [-2.77548, 3.26886, -2.62462], [-2.75358, 4.73586, -2.59252], [-3.77878, 5.27516, -1.60382], [-1.99438, 2.43446, -1.80542], [-0.91218, 3.18506, -0.68792], [-2.13708, 1.14506, -1.94552], [-1.60528, 0.00136, -1.39172], [-0.75238, -0.21474, -0.52812], [-2.19368, -1.26314, -1.97822], [-1.74808, -2.51314, -1.51422], [-2.27058, -3.70034, -2.03522], [-3.24708, -3.65424, -3.02752], [-3.69958, -2.42354, -3.49942], [-3.17498, -1.23644, -2.97812], [-3.70708, 1.89726, -5.59592], [-2.21328, 1.57326, -4.70092], [-2.52478, 3.19236, -5.33642], [-4.23518, 1.83426, -3.16442], [-4.50518, 3.41616, -3.83102], [-2.99808, 5.12756, -3.58892], [-1.75968, 5.14376, -2.38342], [-4.79018, 4.94756, -1.86622], [-3.76718, 6.36966, -1.60752], [-3.57688, 4.93746, -0.58312], [-0.98538, -2.56124, -0.73912], [-1.91138, -4.65534, -1.66252], [-3.65448, -4.57594, -3.43302], [-4.46048, -2.38094, -4.27342], [-3.53668, -0.28844, -3.35882], [4.48612, -2.20304, -1.95762], [3.20502, -0.78264, -0.94652], [4.30692, 0.94126, -1.64912], [1.76082, -0.70934, -2.55602], [4.64922, -1.87904, -3.00622], [4.00522, -3.20264, -1.95132], [5.46182, -2.25794, -1.43282], [4.50092, 0.84416, -2.73712], [5.27292, 1.00676, -1.10682], [3.71402, 1.85956, -1.46062], [2.28642, -0.59204, -3.52542], [1.07872, 0.15106, -2.39942], [1.17342, -1.65034, -2.56612], [3.26152, -4.55024, 1.80678], [3.84522, -4.00144, 2.90298], [4.55002, -4.71284, 3.60468], [3.66282, -2.56424, 3.28828], [4.34212, -2.04144, 4.51138], [4.18952, -0.75834, 4.87008], [3.34322, 0.12506, 4.04058], [2.76102, -0.33864, 2.98528], [2.90202, -1.69794, 2.57518], [3.41742, -5.54434, 1.58358], [2.65722, -4.01684, 1.17048], [4.96382, -2.69014, 5.12078], [4.67962, -0.37004, 5.75768], [3.20932, 1.16536, 4.31688], [2.37782, -1.99534, 1.67928], [-3.43888, -2.39324, 5.42998], [-2.73168, -1.45744, 4.63558], [-1.55038, -1.80214, 4.06998], [-0.86338, -3.32894, 4.27988], [-0.91308, -0.52494, 3.17158], [-4.35498, -1.90484, 5.77728], [-2.86888, -2.67794, 6.32028], [-3.74228, -3.26884, 4.84688], [2.67452, 3.06266, -0.41602]], "forces_ev_per_a": [[-0.269, -0.149, -0.286], [1.953, 1.003, 1.007], [-0.333, -1.118, -1.227], [-1.638, 1.484, 0.888], [0.044, -0.085, -0.415], [0.057, -0.390, -0.074], [0.004, -0.220, -0.305], [0.229, -0.216, 0.058], [-0.034, -0.424, -0.052], [0.086, -0.187, 0.233], [-0.082, 0.202, 0.218], [1.133, 1.480, 1.300], [-0.745, 0.228, -0.699], [-0.856, -1.969, -0.975], [-0.006, 0.813, 0.115], [-0.027, 1.130, -0.256], [-0.541, -0.478, -0.535], [-0.122, -0.079, -0.174], [0.007, 0.481, -0.033], [0.001, 0.086, -0.013], [0.293, 0.104, 0.287], [-0.039, -0.477, -0.046], [0.016, 0.002, -0.078], [-0.153, 0.101, 0.151], [-0.068, -0.024, 0.073], [0.311, 0.019, 0.055], [0.223, 0.171, 0.224], [-0.075, -0.358, -0.063], [-0.091, -0.495, 0.271], [0.060, 0.002, -0.052], [-0.037, 0.002, 0.015], [0.161, -0.031, -0.194], [-0.212, 0.211, -0.120], [-0.052, 0.099, -0.024], [0.019, 0.055, 0.026], [0.055, -0.016, 0.056], [0.178, -0.006, 0.177], [0.257, -0.327, -0.220], [0.066, 0.460, -0.804], [0.360, -0.010, -0.244], [-0.217, -0.019, -0.255], [-0.080, -0.195, 0.574], [0.354, 0.483, -0.025], [-0.524, -0.054, -0.313], [-0.058, -0.102, 0.492], [-0.510, 0.029, -0.274], [0.239, -0.407, 0.135], [-0.215, -0.061, 0.512], [0.377, -0.547, -0.051], [0.221, 0.586, 0.000], [-0.821, 0.348, -1.286], [0.537, -0.643, 0.675], [0.275, -0.130, 0.236], [0.760, 0.609, 1.350], [-0.688, -1.573, -1.766], [-1.075, 1.783, -0.733], [1.407, -2.375, 1.223], [-0.234, -1.700, -1.474], [0.131, 2.343, 1.637], [-0.038, 1.160, 0.539], [0.499, -0.448, 0.680], [-0.178, -0.197, -0.325], [-0.087, 0.025, -0.092], [-0.078, -0.307, -0.077], [-0.184, 0.329, 0.106], [-0.245, -0.057, 0.160], [-0.594, -0.205, 0.439], [0.453, 0.378, -0.394], [-0.217, -0.027, 0.139], [0.011, -0.317, 0.133], [0.146, 0.260, -0.195], [0.076, -0.219, -0.277], [0.327, -0.040, 0.149], [0.095, 0.223, 0.094]], "total_charge": -2, "spin_multiplicity": 1, "homo_energy_ev": [-1.57, -0.10], "gap_ev": [4.86, 2.82], "energy_ev": -93365.02129}